Computed, not measured: C55H74KN8O2S as an isolated structure at a distorted geometry, with ωB97M-V/def2-TZVPD.

Output
Gap between HOMO and LUMO ... 0.1859 hartree
Net charge ... -1
HOMO level ... -3.149 eV
LUMO ... 1.909 eV

XYZ file:
```
141
Properties=species:S:1:pos:R:3:mulliken_charge:R:1
K -0.14 0.13 -0.06 2.26
S 1.76 -0.23 -4.31 -0.40
O 1.74 2.23 -1.35 -0.10
O -1.87 0.77 -1.84 0.32
N 0.68 0.60 2.26 -0.66
N -0.84 -2.17 -0.47 -0.77
N -2.03 -0.28 1.45 -0.93
N -0.37 1.33 -4.48 0.03
N 1.87 -1.31 0.39 -0.52
N -0.68 3.03 0.08 0.31
N 1.65 2.42 -4.41 -0.16
N 3.78 1.30 -1.36 -0.20
C -4.60 1.69 3.33 -0.66
C -1.09 4.05 0.44 -1.07
C 6.03 -2.16 1.92 -1.40
C -3.22 -1.75 -0.10 -0.73
C -0.04 2.61 6.23 -1.28
C 1.30 -2.93 -1.35 -0.76
C -3.80 -0.90 -5.09 -1.35
C -4.85 1.29 -3.74 -0.01
C -0.99 -3.64 -2.23 0.60
C 3.05 0.14 1.95 -0.45
C 3.67 -2.36 -0.59 0.34
C -2.37 0.67 2.34 0.02
C -1.60 5.30 1.03 2.42
C 2.10 1.86 3.57 0.55
C -2.26 -3.32 -1.87 0.59
C 0.37 3.24 4.89 -0.77
C -1.46 1.45 3.08 -1.03
C -1.10 2.58 -4.35 -0.28
C -4.33 -0.13 1.53 0.83
C -0.45 5.95 1.81 -1.64
C -3.02 1.10 -2.00 -0.05
C -0.53 -4.57 -3.32 -1.15
C -3.54 -3.84 -2.44 -0.85
C -3.16 -0.78 0.92 0.10
C -3.73 0.64 -3.24 1.01
C -5.76 -0.43 1.20 -1.17
C -0.06 1.41 3.05 -0.26
C 2.86 2.20 -0.89 0.39
C -2.74 4.93 1.99 -1.12
C 3.38 2.36 4.17 -1.05
C -3.84 0.78 2.42 1.41
C 0.82 2.24 3.88 0.81
C 3.00 -0.86 0.96 -0.10
C -5.43 0.86 -4.93 -0.88
C 1.98 0.82 2.55 0.49
C -2.10 6.22 -0.08 -1.83
C 5.60 -1.30 0.73 -1.11
C -3.76 1.92 -0.98 -1.03
C 4.46 -3.22 -1.54 -1.19
C 3.90 1.44 5.28 -1.22
C -0.10 -2.89 -1.33 0.71
C -2.14 -2.38 -0.75 -0.09
C 4.69 -2.54 -2.89 -0.87
C 4.17 -1.51 0.35 0.54
C 2.21 -2.22 -0.55 0.29
C 3.33 3.13 0.20 -0.76
C -4.91 -0.24 -5.60 -0.58
C -6.29 -1.66 1.93 -1.32
C 0.97 1.25 -4.40 0.12
C -4.16 -4.96 -1.61 -1.37
C -4.74 1.14 4.75 -1.29
C 1.06 3.71 -4.07 -1.04
C -3.21 -0.46 -3.92 -0.35
C -0.32 3.52 -3.46 0.23
C -0.15 -5.95 -2.79 -1.20
H -1.32 -4.67 -4.07 0.46
H -0.48 3.81 4.50 -0.11
H 2.62 2.28 -4.16 0.34
H -2.34 -0.97 -3.50 0.81
H -3.37 -4.20 -3.46 0.45
H -1.90 2.17 3.77 0.51
H -3.39 -1.76 -5.61 0.47
H -5.87 -0.58 0.12 0.15
H -2.89 5.74 -0.66 0.32
H -5.11 -5.30 -2.03 0.45
H -0.39 3.36 6.94 0.42
H -2.09 2.37 -3.95 -0.26
H -5.27 2.14 -3.22 0.42
H -5.68 -2.54 1.69 0.22
H -0.04 5.26 2.55 0.19
H -1.29 6.48 -0.76 0.37
H 1.75 -3.59 -2.09 0.26
H -4.21 -2.03 -0.44 0.37
H -1.02 -6.45 -2.34 0.25
H -0.82 6.84 2.33 0.43
H 4.04 0.41 2.30 0.39
H 3.23 3.36 4.58 0.53
H -5.37 -0.57 -6.52 0.41
H 4.87 1.78 5.66 0.41
H 0.98 4.33 -4.97 0.44
H -3.56 4.44 1.45 0.30
H 3.52 2.56 1.11 -0.16
H 0.81 2.08 6.67 0.26
H 7.07 -1.96 2.21 0.43
H 2.55 3.86 0.39 0.08
H 1.72 4.22 -3.37 0.38
H -0.20 3.07 -2.47 -0.21
H 1.17 3.97 5.07 0.58
H -5.60 1.87 2.92 0.47
H -6.30 1.37 -5.32 0.42
H -0.83 4.48 -3.35 0.62
H 0.33 -4.13 -3.83 0.38
H 0.36 6.25 1.14 0.38
H -3.75 0.95 5.18 0.19
H -2.49 7.14 0.36 0.42
H 0.62 -5.87 -2.02 0.25
H -6.26 -1.52 3.01 0.26
H 4.26 3.63 -0.10 0.49
H -6.38 0.44 1.46 0.54
H 4.56 1.06 -0.77 0.23
H -4.26 -3.02 -2.52 0.11
H -5.27 0.18 4.74 0.26
H -3.48 -5.82 -1.56 0.26
H -0.85 0.47 -4.24 -0.06
H 5.31 -1.65 -2.77 0.25
H 4.03 0.42 4.90 0.23
H -4.33 -4.63 -0.58 0.23
H -4.11 2.66 3.37 -0.25
H -3.12 5.83 2.47 0.49
H 5.93 -3.22 1.69 0.31
H 6.24 -1.52 -0.13 0.48
H -0.84 1.88 6.07 0.19
H 5.42 -3.49 -1.09 0.41
H 3.75 -2.21 -3.33 -0.02
H -3.81 2.96 -1.32 0.63
H -1.24 3.03 -5.34 0.48
H -3.22 1.88 -0.03 -0.85
H 4.14 2.44 3.39 0.20
H -4.78 1.55 -0.84 0.37
H 5.77 -0.25 0.98 0.32
H 3.40 0.53 -1.90 0.01
H 3.20 1.40 6.11 0.24
H -2.38 4.23 2.75 -0.04
H 5.39 -1.95 2.79 0.25
H 5.19 -3.20 -3.60 0.44
H -7.33 -1.88 1.64 0.42
H -5.27 1.83 5.40 0.44
H 0.24 -6.59 -3.59 0.40
H 3.92 -4.17 -1.70 0.45
```



Computed, not measured: a 2-piece molecular cluster, C4H10NO overall at a distorted geometry, with ωB97M-V/def2-TZVPD.

Output
Relative energy (zero: lowest compared OMol25 entry of this formula, charge and spin) ... 6.115 eV
Gap between HOMO and LUMO ... 0.3190 hartree
Net charge ... +1
HOMO level ... -12.787 eV
LUMO ... -4.106 eV

XYZ file:
```
16
Properties=species:S:1:pos:R:3:mulliken_charge:R:1
O -0.36 1.17 -0.85 -0.39
N 0.03 -1.37 0.09 -0.16
C 0.82 -1.69 -1.11 -0.54
C 0.44 -0.12 0.76 -0.14
C -0.43 2.34 -1.18 -0.16
C -0.24 0.52 1.87 -0.82
H -1.28 0.01 2.10 0.31
H -0.40 1.52 1.64 0.29
H -0.95 2.58 -2.02 0.30
H 0.02 3.08 -0.66 0.30
H 0.40 0.42 2.70 0.34
H 1.77 -2.13 -0.74 0.30
H -1.07 -1.39 0.08 0.43
H 0.12 -2.29 -1.90 0.33
H 1.03 -0.71 -1.71 0.26
H 0.12 -1.95 0.92 0.35
```



Computed, not measured: a 2-piece molecular cluster, C2H6NS3 overall at a distorted geometry, with ωB97M-V/def2-TZVPD.

Output
Relative energy (zero: lowest compared OMol25 entry of this formula, charge and spin) ... 0.888 eV
Gap between HOMO and LUMO ... 0.3006 hartree
Net charge ... +1
HOMO level ... -13.419 eV
LUMO ... -5.240 eV

XYZ file:
```
12
Properties=species:S:1:pos:R:3:mulliken_charge:R:1
S -1.82 -0.64 1.08 0.07
S 1.73 -0.38 0.96 -0.28
S -1.87 1.43 1.16 0.05
N -0.38 -1.23 -1.12 -0.24
C -0.74 1.15 -0.35 -0.22
C -0.81 -0.35 -0.25 0.07
H 2.69 -0.84 1.76 0.18
H 2.47 0.66 0.55 0.18
H 0.59 -1.01 -1.40 0.34
H -0.83 -2.12 -1.32 0.25
H 0.20 1.54 0.01 0.18
H -1.22 1.81 -1.09 0.41
```



Computed, not measured: an isolated ion of composition C22H18N3O6 and charge -1 at a distorted geometry, with ωB97M-V/def2-TZVPD.

Output
SMILES string ... COc1ccc([C@H](c2c([O-])n(C)c(=O)n(C)c2=O)N2C(=O)c3ccccc3C2=O)cc1
Gap between HOMO and LUMO ... 0.2238 hartree
Net charge ... -1
HOMO level ... -3.948 eV
LUMO ... 2.141 eV

XYZ file:
```
49
Properties=species:S:1:pos:R:3:mulliken_charge:R:1
O -2.56 -2.34 -0.09 -0.77
O 1.14 -1.03 -1.16 -0.67
O 0.66 4.73 3.02 -0.48
O 0.74 -0.50 2.73 -0.78
O 0.75 -4.92 1.73 -0.71
O -2.62 1.52 -2.04 -0.68
N 0.82 -2.66 2.09 0.15
N -0.96 -3.61 0.92 0.02
N -0.88 0.10 -1.35 0.50
C -1.66 2.07 1.97 -0.43
C -0.83 1.34 1.05 0.16
C 0.18 3.63 2.34 0.90
C -1.19 0.08 0.22 -0.12
C 0.31 -0.43 -1.84 0.42
C -1.14 1.18 -4.84 -0.53
C 0.23 -1.34 1.95 0.47
C -1.62 -4.78 0.40 -1.13
C -0.24 0.86 -5.88 -0.38
C 1.20 -0.33 -4.32 -0.36
C 2.06 5.01 2.97 -0.78
C -0.86 0.71 -3.55 0.04
C -1.62 0.87 -2.27 0.27
C 0.52 1.66 1.00 -0.43
C 1.99 -2.98 2.88 -1.13
C 0.29 -0.04 -3.29 0.10
C -0.76 -1.16 0.91 -0.12
C -1.16 3.22 2.58 -0.76
C 0.91 0.12 -5.62 -0.46
C 1.02 2.84 1.53 -0.62
C 0.25 -3.81 1.59 0.68
C -1.50 -2.37 0.56 0.15
H 2.46 -2.08 3.28 0.35
H -2.69 1.75 2.23 0.40
H 1.60 -0.11 -6.44 0.36
H -0.45 1.19 -6.91 0.35
H -1.71 -4.74 -0.69 0.30
H 2.20 5.87 3.62 0.23
H -2.04 1.75 -5.03 0.49
H 2.38 5.27 1.95 0.29
H 1.20 0.96 0.52 0.26
H 2.71 -3.53 2.26 0.31
H -1.75 3.85 3.24 0.38
H 2.04 3.10 1.31 0.33
H 2.08 -0.90 -4.10 0.51
H -1.00 -5.64 0.68 0.38
H -2.25 -0.01 0.05 0.60
H 2.65 4.17 3.32 0.34
H 1.72 -3.65 3.71 0.32
H -2.62 -4.89 0.82 0.29
```